1.
Here is a cluster of 3 separate species, C2H13N2O2 in total from the Open Molecules 2025 dataset. Energies are from the ωB97M-V functional and the def2-TZVPD basis.

```
19
Properties=species:S:1:pos:R:3:forces:R:3:mulliken_charge:R:1
O -1.617 0.819 2.191 0.10 0.13 0.22 -0.647
O -1.934 -2.420 0.482 0.21 0.38 -0.31 -0.626
N 2.706 0.910 -1.360 0.27 0.11 -0.69 -0.521
N -0.826 -0.028 -0.486 -0.32 -0.53 -1.88 -0.081
C 1.404 1.127 -0.802 0.62 -0.67 0.59 -0.461
C 0.650 -0.209 -0.505 1.91 2.07 1.11 -0.600
H -0.894 1.008 2.805 0.08 -0.14 -0.18 0.301
H 3.409 0.485 -0.783 -0.10 0.07 0.19 0.196
H 0.733 1.710 -1.433 0.45 0.40 -0.16 0.351
H -2.283 -2.096 1.317 -0.08 -0.22 0.16 0.304
H -2.365 1.249 2.623 -0.19 -0.06 -0.22 0.316
H -1.932 -3.378 0.514 -0.09 -0.14 0.13 0.314
H -1.299 0.347 0.343 0.61 -0.15 0.75 0.220
H -1.244 0.475 -1.274 0.69 0.37 -0.14 0.414
H 1.135 -0.880 -1.213 -1.37 -0.51 -0.42 0.435
H 1.675 1.663 0.109 -1.00 0.21 0.18 0.274
H 0.932 -0.564 0.484 -0.18 -0.12 0.02 0.296
H -1.121 -0.967 -0.674 -1.22 -1.13 0.69 0.318
H 2.870 0.747 -2.338 -0.39 -0.07 -0.05 0.196
```
Positions in Å, forces in eV/Å.

Results
2S+1: 1
Orbital gap, eV: 9.56
Relative energy (zero: lowest compared OMol25 entry of this formula, charge and spin), eV: 1.018
Charge: +1



2.
Here is a cluster of 3 separate species, C2H13N2O2 in total from the Open Molecules 2025 dataset. Energies are from the ωB97M-V functional and the def2-TZVPD basis.

```
19
Properties=species:S:1:pos:R:3:forces:R:3:mulliken_charge:R:1
O 1.739 -1.110 -1.937 -0.15 0.03 0.11 -0.629
O 2.087 -1.190 3.578 0.65 0.53 0.39 -0.654
N -0.370 2.013 -0.576 -0.51 -0.05 -0.75 -0.526
N -0.654 -0.896 -0.687 1.43 1.37 0.89 -0.340
C -1.807 0.072 -0.607 -0.11 -1.41 -0.02 -0.503
C -1.378 1.273 0.182 -0.08 1.11 0.31 -0.512
H -0.714 -1.781 -1.170 -0.46 -0.04 -0.56 0.331
H -0.217 -1.103 0.212 -0.59 -0.19 0.50 0.319
H 0.384 2.462 -0.091 0.08 -0.12 0.72 0.217
H -1.033 1.076 1.199 0.09 -0.51 -0.12 0.406
H -2.663 -0.441 -0.179 -0.04 0.00 0.12 0.351
H 2.606 -0.474 4.014 -0.55 -0.87 -0.43 0.332
H 2.539 -2.012 3.823 -0.14 0.35 -0.02 0.327
H 2.470 -0.497 -2.047 0.17 -0.05 -0.10 0.304
H 0.128 -0.337 -1.078 -0.19 -0.48 -0.70 0.437
H -2.292 1.857 0.337 0.09 0.07 -0.05 0.316
H -2.019 0.303 -1.648 -0.13 0.29 0.09 0.309
H 2.040 -1.967 -2.251 0.19 0.04 -0.08 0.293
H -0.847 2.754 -1.075 0.24 -0.06 -0.28 0.223
```
Positions in Å, forces in eV/Å.

Results
2S+1: 1
Orbital gap, eV: 10.80
Relative energy (zero: lowest compared OMol25 entry of this formula, charge and spin), eV: 0.720
Charge: +1